Entry 1:
{"formula": "C6H29NO11", "method": "ωB97M-V/def2-TZVPD", "e_lumo_ev": 0.215, "molar_mass_g_mol": 291.29, "homo_ev": -7.8, "homo_lumo_gap_ev": 7.966, "total_energy_ev": -30704.8458, "de_lowest_kcal_mol": 5.9, "multiplicity": 1, "species": ["N", "C", "C", "C", "C", "C", "C", "H", "H", "H", "H", "H", "H", "H", "O", "H", "H", "O", "H", "H", "O", "H", "H", "O", "H", "H", "O", "H", "H", "O", "H", "H", "O", "H", "H", "O", "H", "H", "O", "H", "H", "O", "H", "H", "O", "H", "H"], "xyz": [[0.141, 0.199, -2.374], [-0.890, -0.195, -1.512], [-0.643, -0.864, -0.339], [-1.739, -1.363, 0.401], [-2.931, -1.570, -0.241], [-3.257, -0.703, -1.326], [-2.241, 0.064, -1.849], [0.790, 0.922, -2.053], [-0.182, 0.561, -3.257], [0.399, -1.007, -0.023], [-1.446, -1.730, 1.355], [-3.687, -2.223, 0.176], [-4.282, -0.678, -1.649], [-2.434, 0.896, -2.526], [2.769, -0.070, 0.587], [3.691, -0.173, 0.822], [2.376, -0.913, 0.271], [1.304, 2.094, 0.059], [1.577, 1.209, 0.388], [0.501, 2.278, 0.572], [0.985, 1.040, 3.520], [0.500, 0.219, 3.642], [1.672, 0.980, 2.851], [0.360, -2.733, -2.027], [0.123, -2.434, -2.911], [-0.497, -2.837, -1.605], [-1.433, -0.319, 3.403], [-2.206, -0.735, 3.786], [-1.613, 0.412, 2.822], [-0.179, -3.240, 2.268], [-0.310, -2.400, 2.732], [0.670, -3.544, 2.614], [-2.141, 2.123, 0.179], [-2.052, 2.764, 0.888], [-3.006, 2.133, -0.221], [-0.443, 3.357, 1.911], [-0.251, 2.871, 2.724], [0.035, 4.173, 2.038], [1.633, 2.473, -2.601], [2.408, 2.979, -2.873], [1.448, 2.809, -1.706], [3.861, 0.706, -2.245], [3.390, 1.502, -2.312], [3.421, -0.100, -2.453], [1.580, -2.430, 0.199], [0.960, -3.021, 0.623], [1.558, -2.450, -0.781]]}

***

Entry 2:
{"formula": "C6H2F6O4PRb", "method": "ωB97M-V/def2-TZVPD", "e_lumo_ev": 3.432, "molar_mass_g_mol": 368.51, "charge": -2, "homo_ev": -0.5, "homo_lumo_gap_ev": 3.961, "total_energy_ev": -40701.6486, "de_lowest_kcal_mol": 7.4, "multiplicity": 1, "species": ["Rb", "C", "C", "C", "O", "C", "C", "C", "O", "O", "O", "H", "H", "P", "F", "F", "F", "F", "F", "F"], "xyz": [[2.629, -0.545, -0.704], [0.030, 3.177, 1.655], [0.354, 2.088, 0.815], [-0.529, 0.785, 0.886], [-0.142, -0.253, 0.280], [-1.646, 0.784, 1.730], [-1.999, 1.933, 2.473], [-1.114, 3.195, 2.438], [-1.323, 4.153, 3.229], [-3.139, 1.929, 3.010], [1.373, 2.155, 0.073], [0.602, 4.095, 1.636], [-2.227, -0.122, 1.796], [1.000, -3.375, -2.733], [2.475, -2.618, -2.695], [1.035, -3.374, -1.142], [0.358, -1.875, -2.740], [-0.449, -4.058, -2.751], [1.003, -3.251, -4.351], [1.708, -4.826, -2.906]]}

***

Entry 3:
{"formula": "C6H30N2O7", "method": "ωB97M-V/def2-TZVPD", "e_lumo_ev": 0.415, "molar_mass_g_mol": 242.31, "homo_ev": -8.4, "homo_lumo_gap_ev": 8.781, "total_energy_ev": -24019.8375, "de_lowest_kcal_mol": 75.2, "multiplicity": 1, "species": ["C", "C", "C", "C", "C", "N", "C", "N", "H", "H", "H", "H", "H", "H", "H", "H", "H", "H", "H", "H", "H", "H", "H", "H", "O", "H", "H", "O", "H", "H", "O", "H", "H", "O", "H", "H", "O", "H", "H", "O", "H", "H", "O", "H", "H"], "xyz": [[2.672, 1.473, -0.875], [1.431, 2.297, -0.687], [0.666, 2.505, -2.008], [0.524, 1.761, 0.466], [-0.906, 2.454, 0.408], [0.451, 0.288, 0.516], [-0.101, -0.041, 1.886], [-1.469, -0.544, 1.844], [3.497, 2.159, -1.197], [2.479, 0.506, -1.445], [3.087, 1.007, -0.022], [1.568, 3.432, -0.432], [1.112, 2.030, -2.884], [-0.335, 2.325, -1.834], [0.792, 3.549, -2.363], [1.004, 2.092, 1.401], [-0.990, 3.108, 1.289], [-1.087, 3.126, -0.367], [-1.785, 1.805, 0.138], [-0.094, 0.005, -0.328], [0.576, -0.748, 2.391], [-0.253, 0.940, 2.384], [-1.630, -1.433, 1.511], [-2.209, 0.116, 1.729], [-1.598, -3.409, 2.814], [-0.721, -3.722, 2.809], [-1.542, -2.602, 3.377], [2.397, -1.824, 0.552], [3.130, -1.614, 1.148], [1.754, -1.122, 0.477], [-3.322, 1.609, 2.360], [-3.853, 1.108, 3.030], [-3.860, 1.156, 1.671], [-0.113, -1.412, -3.410], [0.184, -0.566, -3.703], [0.715, -1.823, -3.094], [2.292, -2.045, -2.173], [2.447, -1.989, -1.224], [3.046, -2.196, -2.716], [-1.967, -3.748, 0.216], [-1.412, -3.018, -0.066], [-2.203, -3.677, 1.130], [-1.386, -1.040, -1.145], [-2.208, -1.181, -1.629], [-0.783, -1.095, -1.945]]}

***

Entry 4:
{"formula": "C6H30NO8", "method": "ωB97M-V/def2-TZVPD", "e_lumo_ev": -2.577, "molar_mass_g_mol": 244.30, "charge": 1, "homo_ev": -13.6, "homo_lumo_gap_ev": 11.036, "total_energy_ev": -24571.3569, "de_lowest_kcal_mol": 56.8, "multiplicity": 1, "species": ["C", "O", "C", "C", "C", "C", "C", "N", "H", "H", "H", "H", "H", "H", "H", "H", "H", "H", "H", "H", "H", "H", "H", "H", "H", "H", "O", "H", "H", "O", "H", "H", "O", "H", "H", "O", "H", "H", "O", "H", "H", "O", "H", "H", "O"], "xyz": [[-2.002, 1.053, 2.261], [-3.088, 0.778, 1.389], [-0.606, 0.710, 1.650], [0.002, -0.549, 2.167], [1.561, -0.749, 2.187], [2.388, -0.094, 1.071], [3.585, 0.590, 1.746], [-0.738, 0.465, 0.129], [-2.302, 0.424, 3.100], [-1.906, 2.122, 2.461], [-3.149, -0.141, 1.112], [-0.072, 1.662, 1.612], [-0.453, -1.368, 1.632], [-0.173, -0.646, 3.250], [1.653, -1.832, 2.232], [2.005, -0.512, 3.157], [2.858, -0.792, 0.344], [1.943, 0.568, 0.328], [4.120, 1.232, 1.053], [3.325, 1.125, 2.676], [4.234, -0.078, 2.319], [-1.300, 1.067, -0.501], [0.186, 0.213, -0.229], [-1.184, -0.467, 0.090], [-3.637, 1.733, -1.169], [-2.734, 1.227, -2.426], [-3.026, 1.082, -1.523], [1.251, -0.652, -4.713], [1.086, 0.256, -3.487], [0.680, -0.480, -3.958], [2.456, 1.498, -0.800], [2.793, 1.749, -2.275], [2.118, 1.388, -1.688], [-3.303, -2.234, -2.412], [-4.082, -2.123, -0.944], [-3.325, -2.375, -1.469], [0.227, 3.506, -1.621], [0.368, 1.951, -1.727], [-0.123, 2.723, -2.053], [0.947, -2.382, -1.011], [0.524, -1.267, -2.265], [0.456, -1.673, -1.397], [-0.624, -3.395, 0.069], [-1.773, -2.701, -0.566], [-1.163, -2.610, 0.197]]}

***

Entry 5:
{"formula": "C6H30NO9", "method": "ωB97M-V/def2-TZVPD", "e_lumo_ev": 2.262, "molar_mass_g_mol": 260.30, "charge": -1, "homo_ev": -4.9, "homo_lumo_gap_ev": 7.157, "total_energy_ev": -26625.1415, "de_lowest_kcal_mol": 125.7, "multiplicity": 1, "species": ["C", "N", "C", "C", "C", "C", "C", "O", "H", "H", "H", "H", "H", "H", "H", "H", "H", "H", "H", "H", "H", "H", "H", "H", "O", "H", "H", "O", "H", "H", "O", "H", "H", "O", "H", "H", "O", "H", "H", "O", "H", "H", "O", "H", "H", "O"], "xyz": [[1.376, -0.853, -1.520], [1.244, -0.762, -0.013], [0.040, 0.020, 0.241], [-0.164, 0.393, 1.744], [1.078, 1.169, 2.345], [-0.259, -0.892, 2.546], [-1.194, -0.565, -0.416], [-1.838, 0.378, -1.229], [0.697, -0.346, -2.202], [1.146, -1.875, -1.783], [2.396, -0.511, -1.746], [1.079, -1.739, 0.338], [0.048, 1.051, -0.213], [-1.035, 0.956, 1.995], [1.348, 1.957, 1.638], [1.690, 0.340, 2.798], [0.877, 1.649, 3.267], [0.563, -1.658, 2.492], [-1.142, -1.479, 2.215], [-0.531, -0.748, 3.608], [-2.167, -0.941, 0.038], [-0.945, -1.375, -1.151], [-3.856, -0.189, 0.934], [-4.623, 0.997, 0.583], [-4.808, 0.007, 0.718], [1.049, 1.604, -1.835], [0.742, 2.705, -2.813], [1.425, 1.996, -2.671], [-2.265, -0.185, -2.722], [-3.368, 0.573, -3.222], [-2.635, 0.087, -3.589], [-1.255, 1.666, -1.429], [-1.280, 3.320, -1.764], [-0.672, 2.623, -1.566], [2.657, 3.209, -0.434], [2.023, 3.229, -1.826], [2.458, 3.840, -1.134], [2.122, -3.700, 2.815], [0.663, -3.914, 3.178], [1.445, -3.456, 3.428], [-1.088, -4.030, 1.417], [-1.709, -3.628, 0.076], [-0.868, -3.743, 0.529], [4.044, 0.271, 0.359], [2.782, -0.260, 0.843], [3.668, -0.107, 1.134]]}